Record 1
DFT (wB97M-V/def2-TZVPD) results for C40H35F5GeO2S3Ti as an isolated structure in a non-equilibrium geometry.

## Properties
orbital gap: 6.23 eV
relative energy (zero: lowest compared OMol25 entry of this formula, charge and spin): 46.3 kcal per mole
max |F|: 1.87 eV Å⁻¹
charge: +2

```
87
C40H35F5GeO2S3Ti | OMol25 | wB97M-V/def2-TZVPD
Ti 0.704 -0.875 0.209
C 1.425 -2.852 -0.967
C 2.390 -2.838 0.057
C 2.163 -3.558 1.232
C 0.990 -4.276 1.397
C 0.030 -4.293 0.384
C 0.250 -3.603 -0.797
H 1.686 -2.483 -1.959
H 3.366 -2.381 -0.106
H 2.924 -3.594 1.999
H 0.845 -4.869 2.289
H -0.862 -4.893 0.500
H -0.450 -3.695 -1.622
O 1.766 -0.877 1.902
S 1.827 -0.766 3.419
C 0.085 -0.331 3.908
C -0.598 -1.520 4.573
C -1.039 -2.594 3.571
C -2.374 -2.247 2.911
S -2.237 -2.113 1.075
O -0.880 -1.408 0.887
C -3.468 -0.809 0.922
C -3.107 0.522 1.039
C -4.095 1.491 0.984
C -5.422 1.118 0.830
C -5.771 -0.220 0.715
C -4.789 -1.196 0.753
C 2.547 0.866 3.701
C 2.602 1.365 4.993
C 3.094 2.642 5.199
C 3.524 3.405 4.124
C 3.509 2.879 2.843
C 3.038 1.594 2.632
H -0.406 -0.032 2.975
H 0.132 0.520 4.583
H -1.469 -1.173 5.132
H 0.087 -1.964 5.297
H -1.129 -3.553 4.083
H -0.258 -2.698 2.807
H -2.779 -1.307 3.283
H -3.122 -3.020 3.077
H -2.068 0.805 1.163
H -3.818 2.530 1.069
H -6.188 1.876 0.791
H -6.803 -0.510 0.593
H -5.050 -2.238 0.656
H 2.270 0.765 5.828
H 3.143 3.041 6.200
H 3.888 4.405 4.291
H 3.871 3.461 2.010
H 3.059 1.149 1.644
F 4.385 3.606 -3.061
C 3.470 3.143 -2.227
C 3.394 1.780 -1.953
F 4.213 0.897 -2.519
C 2.418 1.333 -1.079
F 2.353 -0.034 -0.787
C 1.493 2.164 -0.451
S 0.294 1.511 0.604
C 1.602 3.535 -0.731
F 0.765 4.379 -0.138
C 2.565 4.017 -1.610
F 2.622 5.311 -1.876
Ge -0.701 -0.315 -1.920
C -0.874 1.549 -2.594
C 0.042 2.096 -3.487
C -0.154 3.363 -4.003
C -1.260 4.105 -3.624
C -2.179 3.565 -2.739
C -1.978 2.304 -2.209
C -0.329 -1.440 -3.522
C 0.884 -1.354 -4.193
C 1.038 -1.950 -5.432
C -0.012 -2.669 -5.982
C -1.218 -2.774 -5.308
C -1.372 -2.172 -4.071
H -2.204 -0.655 -1.684
H 0.891 1.513 -3.821
H 0.553 3.773 -4.707
H -1.412 5.096 -4.023
H -3.054 4.130 -2.457
H -2.697 1.888 -1.512
H 1.714 -0.802 -3.764
H 1.969 -1.842 -5.967
H 0.112 -3.148 -6.940
H -2.046 -3.314 -5.744
H -2.316 -2.247 -3.546
```

Record 2
DFT (wB97M-V/def2-TZVPD) results for one molecule with the formula C2H3FS2 in a non-equilibrium geometry.

## Properties
orbital gap: 6.68 eV
relative energy (zero: lowest compared OMol25 entry of this formula, charge and spin): 61.1 kcal per mole
max |F|: 5.19 eV Å⁻¹
charge: 0

```
8
C2H3FS2 | OMol25 | wB97M-V/def2-TZVPD
C 1.174 -0.501 0.028
C -1.438 0.395 0.038
F -2.738 0.571 -0.045
S -0.847 -1.160 -0.021
S 1.223 1.203 -0.022
H 1.853 -0.825 0.896
H 1.562 -0.877 -0.968
H -0.789 1.194 0.095
```

Record 3
DFT (wB97M-V/def2-TZVPD) results for one molecule with the formula C6H7Cl in a non-equilibrium geometry.

## Properties
orbital gap: 9.66 eV
relative energy (zero: lowest compared OMol25 entry of this formula, charge and spin): 44.8 kcal per mole
SMILES: C=CC(=C)C(=C)Cl
max |F|: 3.17 eV Å⁻¹
charge: 0

```
14
C6H7Cl | OMol25 | wB97M-V/def2-TZVPD
C 1.060 -0.489 -0.699
C 1.382 0.759 -1.009
C -0.025 -0.725 0.216
C -0.259 -1.996 0.612
C -1.063 0.334 0.387
C -0.847 1.487 0.991
Cl -2.519 0.145 -0.572
H 1.352 -1.361 -1.238
H 2.271 0.986 -1.686
H -1.211 -2.286 1.087
H 0.487 -2.668 0.069
H -1.619 2.172 0.820
H 1.003 1.643 -0.492
H -0.012 1.999 1.513
```

no.,E_tot (eV)
1,-171851.5090
2,-26507.2049
3,-18855.1182